{
  "formula": "C14H37IN7O6",
  "method": "ωB97M-V/def2-TZVPD",
  "lumo_energy_ev": 2.3,
  "charge": -1,
  "orbital_gap_ev": 7.2,
  "symbols": ["I", "C", "C", "C", "C", "C", "C", "N", "O", "C", "C", "C", "H", "H", "H", "H", "H", "H", "H", "H", "H", "H", "H", "H", "H", "H", "H", "H", "H", "H", "H", "C", "C", "O", "O", "H", "H", "H", "H", "H", "H", "C", "O", "N", "N", "H", "H", "H", "H", "C", "O", "N", "N", "H", "H", "H", "H", "C", "O", "N", "N", "H", "H", "H", "H"],
  "xyz": [[-1.40433, -0.17056, -1.35257], [0.38261, -0.70746, 2.34353], [1.01605, 0.32031, 1.39927], [-0.01707, 0.91240, 0.46868], [-1.03500, 1.82661, 1.29287], [-0.27256, 2.91791, 2.09210], [0.86398, 2.47989, 2.99444], [1.71123, 1.43266, 2.25012], [2.84689, 1.00390, 2.90352], [1.86046, 3.67702, 3.10216], [0.38960, 1.98680, 4.41816], [2.22163, -0.14079, 0.46872], [0.30078, -1.72657, 1.96560], [-0.62449, -0.50083, 2.70569], [1.03695, -0.85706, 3.20234], [0.41085, 1.53639, -0.31595], [-0.66139, 0.13289, 0.06207], [-1.65233, 1.14488, 1.87790], [-1.73264, 2.32006, 0.61619], [-1.02227, 3.25631, 2.80730], [0.05030, 3.70124, 1.40636], [2.77123, 3.47390, 3.66548], [2.14827, 4.06867, 2.12650], [1.29877, 4.46966, 3.59645], [-0.41017, 1.25433, 4.30876], [1.22888, 1.58585, 4.98644], [-0.01221, 2.74064, 5.09521], [2.99435, -0.68351, 1.01322], [2.58693, 0.64951, -0.18708], [1.57205, -0.81653, -0.08761], [2.45753, 0.43508, 3.57169], [2.89448, 1.09249, -2.51685], [1.56153, 0.33828, -2.09843], [0.46240, 0.80645, -2.89948], [3.40584, 0.69617, -3.74530], [3.66559, 0.94172, -1.76136], [2.77232, 2.17421, -2.57225], [1.26227, 0.57712, -1.07789], [1.77571, -0.70419, -2.33399], [-0.33960, 0.36633, -2.60844], [2.74577, 0.79093, -4.43591], [0.92548, -3.02375, -1.87243], [1.12943, -3.98572, -2.64254], [0.79518, -3.10665, -0.54812], [0.60411, -1.91348, -2.29380], [0.97852, -3.96673, -0.05138], [0.55087, -2.23365, -0.10283], [0.67106, -1.98802, -3.29882], [0.03510, -1.24945, -1.78843], [-4.11947, -1.53788, 0.56533], [-5.07407, -2.16566, 1.08191], [-3.29007, -0.75138, 1.23800], [-3.92247, -1.41180, -0.66675], [-3.43404, -0.66541, 2.23398], [-2.61964, -0.14582, 0.78643], [-2.96419, -1.11165, -0.77497], [-4.40243, -1.83505, -1.44816], [-2.41657, -2.54778, -4.04306], [-2.63623, -3.36505, -4.93615], [-1.92176, -1.36083, -4.16434], [-2.26962, -2.85106, -2.79509], [-1.80717, -0.88518, -5.04793], [-1.87261, -0.72937, -3.37760], [-2.69143, -3.74972, -2.60909], [-1.75918, -2.22204, -2.19185]],
  "lowdin_charge": [1.5545, -0.0052, -0.4095, -0.3633, -0.1518, -0.1301, -0.4593, -0.1370, -0.0238, -0.0465, -0.0245, -0.0092, 0.0747, 0.0702, 0.0747, 0.1050, -0.2561, 0.0730, 0.1021, 0.1135, 0.1182, 0.0730, 0.0788, 0.0744, 0.0676, 0.0696, 0.0731, 0.0965, 0.0670, 0.0433, 0.0658, -0.2352, -0.2917, -0.1994, -0.0568, 0.1080, 0.1129, 0.0097, 0.0957, -0.2599, 0.0864, -0.7840, -0.0086, 0.1823, 0.0192, 0.1162, 0.0524, 0.1570, -0.1462, -0.7828, -0.0311, 0.1332, 0.0919, 0.1107, -0.0088, -0.1727, 0.1276, -0.7885, 0.0048, 0.1140, 0.1268, 0.1192, -0.0770, 0.1310, -0.0350]
}

{
  "formula": "C29H44CrN3O2S3Si4Te",
  "method": "ωB97M-V/def2-TZVPD",
  "lumo_energy_ev": [4.2, 4.2],
  "charge": -2,
  "orbital_gap_ev": [5.3, 5.5],
  "multiplicity": 2,
  "s_squared": 0.78,
  "symbols": ["Cr", "O", "S", "O", "N", "C", "C", "C", "C", "C", "C", "C", "C", "N", "C", "C", "C", "C", "C", "C", "C", "H", "H", "H", "H", "H", "H", "H", "H", "H", "H", "H", "C", "C", "S", "C", "C", "S", "H", "H", "H", "H", "H", "H", "N", "C", "C", "Si", "C", "C", "Si", "Te", "Si", "C", "C", "C", "Si", "C", "C", "C", "H", "H", "H", "H", "H", "H", "H", "H", "H", "H", "H", "H", "H", "H", "H", "H", "H", "H", "H", "H", "H", "H", "H", "H", "H", "H", "H"],
  "xyz": [[0.02197, -1.58570, 0.41942], [-1.17965, -5.39219, -1.49157], [-0.08097, -4.48773, -1.23687], [0.24848, -3.52185, -2.24676], [-0.19779, -3.74397, 0.17413], [-0.83944, -4.38384, 1.21064], [-1.03833, -5.74356, 1.38823], [-1.69928, -6.24604, 2.52230], [-2.17711, -5.42968, 3.51027], [-1.98484, -4.03404, 3.38125], [-2.41845, -3.10354, 4.35341], [-2.20301, -1.76997, 4.16946], [-1.53306, -1.34742, 3.00391], [-1.10924, -2.19093, 2.09709], [-1.32455, -3.52460, 2.24950], [1.34937, -5.55841, -1.05718], [2.29869, -5.31642, -0.07657], [3.36830, -6.19207, 0.05906], [3.48247, -7.29735, -0.77140], [2.52123, -7.53599, -1.74807], [1.45040, -6.66684, -1.88824], [-0.70792, -6.44341, 0.63572], [-1.82818, -7.31989, 2.60214], [-2.69207, -5.82254, 4.37859], [-2.91954, -3.47193, 5.24232], [-2.51790, -1.03253, 4.89495], [-1.33967, -0.29934, 2.81283], [2.19699, -4.44044, 0.55199], [4.11480, -6.00442, 0.82124], [4.31921, -7.97718, -0.65927], [2.60258, -8.40192, -2.39438], [0.68461, -6.84363, -2.63224], [4.72099, -0.77977, -0.02699], [3.31933, -0.95371, 0.50907], [2.19464, -1.80724, -0.51754], [2.92752, -0.50794, 1.71519], [3.81459, 0.24195, 2.66704], [1.29634, -0.80849, 2.24586], [4.80782, -1.25915, -1.00164], [5.47404, -1.22451, 0.63263], [4.97720, 0.27667, -0.15527], [4.83727, 0.31601, 2.29382], [3.84159, -0.24794, 3.64609], [3.44154, 1.25800, 2.83099], [-3.09547, -1.47611, -0.53925], [-1.96838, -1.47632, -0.26828], [-4.02149, 2.71431, 0.23881], [-3.06885, 3.33109, -1.26740], [-3.62764, 5.11942, -1.55621], [-3.68413, 2.33022, -2.74097], [-0.77423, 3.00133, -0.97065], [0.19715, 0.80858, -0.45949], [-0.07114, 4.45035, 0.72627], [1.77518, 4.23770, 1.04843], [-0.95325, 4.01957, 2.33930], [-0.35887, 6.30263, 0.42756], [0.29576, 3.69310, -2.92880], [-0.14721, 5.43647, -3.52878], [-0.09894, 2.50863, -4.33853], [2.16654, 3.64339, -2.68476], [-5.08203, 2.60058, -0.00415], [-3.92808, 3.39969, 1.08476], [-3.63977, 1.74124, 0.55588], [-4.71080, 5.12503, -1.71644], [-3.15184, 5.56882, -2.42987], [-3.40820, 5.75997, -0.69971], [-4.77518, 2.25294, -2.71656], [-3.27122, 1.31957, -2.71893], [-3.39032, 2.78822, -3.68904], [2.06245, 3.19218, 0.91408], [2.02086, 4.53054, 2.07370], [2.37589, 4.83841, 0.36045], [-0.96312, 2.93658, 2.48163], [-1.99026, 4.36432, 2.33903], [-0.43578, 4.47125, 3.19094], [0.21503, 6.66909, -0.42617], [-0.03423, 6.85613, 1.31538], [-1.40828, 6.54049, 0.24490], [-1.20337, 5.51675, -3.79453], [0.44421, 5.65748, -4.42367], [0.06340, 6.20379, -2.78167], [-1.12936, 2.61433, -4.68485], [0.03014, 1.47724, -4.00393], [0.57384, 2.68465, -5.18358], [2.53655, 4.55070, -2.19991], [2.67585, 3.52732, -3.64600], [2.43762, 2.79383, -2.05417]],
  "mulliken_spin": [1.0802, -0.0005, 0.0055, 0.0034, -0.0363, -0.0124, 0.0036, -0.0024, 0.0031, -0.0032, 0.0028, 0.0009, 0.0244, -0.0210, 0.0164, 0.0032, -0.0055, -0.0013, 0.0001, -0.0002, 0.0004, 0.0007, -0.0002, 0.0002, -0.0001, 0.0003, -0.0082, 0.0080, -0.0003, 0.0000, 0.0001, -0.0002, -0.0019, 0.0107, -0.0151, -0.0003, -0.0003, -0.0065, 0.0008, 0.0004, 0.0004, -0.0002, -0.0006, -0.0005, 0.0105, -0.0276, 0.0002, -0.0005, -0.0003, 0.0002, 0.0247, -0.0457, -0.0073, -0.0017, -0.0024, 0.0016, -0.0080, -0.0013, -0.0004, 0.0006, 0.0001, 0.0000, -0.0002, 0.0000, 0.0000, 0.0002, 0.0002, 0.0006, 0.0000, 0.0036, 0.0006, 0.0000, 0.0034, 0.0003, 0.0004, -0.0004, 0.0000, -0.0002, 0.0002, -0.0003, 0.0003, 0.0001, 0.0010, 0.0001, -0.0001, 0.0001, -0.0005]
}

{
  "formula": "C7H13N3O4",
  "method": "ωB97M-V/def2-TZVPD",
  "lumo_energy_ev": 0.8,
  "orbital_gap_ev": 8.6,
  "smiles": "CCN/N=C/N=C(/OC)OC(=O)OC",
  "symbols": ["C", "C", "N", "N", "C", "N", "C", "O", "C", "O", "C", "O", "O", "C", "H", "H", "H", "H", "H", "H", "H", "H", "H", "H", "H", "H", "H"],
  "xyz": [[3.97420, 0.67353, 0.11617], [2.62794, 0.51976, 0.83896], [1.70250, 1.49510, 0.38861], [0.44740, 1.22987, 0.11719], [-0.38254, 2.03425, -0.47120], [-1.72390, 1.78496, -0.63802], [-2.38485, 0.97193, 0.03373], [-3.64157, 0.70276, 0.05727], [-4.01555, -0.63505, 0.33512], [-1.56551, 0.12070, 1.00853], [-0.78083, -0.85797, 0.53284], [-0.04427, -1.52575, 1.17718], [-0.99772, -1.06534, -0.80371], [-0.36940, -2.28674, -1.30433], [4.65044, 1.41491, 0.52430], [4.47144, -0.26234, 0.30115], [3.92445, 0.78192, -0.98367], [2.25900, -0.55297, 0.83297], [2.80520, 0.69272, 1.96804], [2.04681, 2.26750, -0.04335], [-0.18770, 3.02176, -0.73092], [-3.54238, -1.34155, -0.40462], [-5.11764, -0.47576, 0.36227], [-3.49894, -1.07001, 1.26008], [-0.37589, -3.20917, -0.62658], [0.56668, -1.93003, -1.63424], [-0.84738, -2.49903, -2.21378]],
  "lowdin_charge": [-0.0993, -0.2442, -0.0536, 0.0504, -0.1706, 0.1614, -0.3578, 0.0130, -0.0344, 0.0620, -0.6505, 0.1286, -0.0519, -0.0131, 0.0638, 0.0574, 0.0813, 0.1223, 0.1297, 0.0947, 0.0933, 0.1061, 0.1161, 0.1211, 0.1312, 0.0767, 0.0664]
}

{
  "formula": "C17H42FN4O4",
  "method": "ωB97M-V/def2-TZVPD",
  "lumo_energy_ev": -2.7,
  "charge": 1,
  "orbital_gap_ev": 7.9,
  "symbols": ["C", "C", "O", "N", "C", "C", "C", "C", "C", "N", "F", "C", "C", "O", "H", "H", "H", "H", "H", "H", "H", "H", "H", "H", "H", "H", "H", "H", "H", "H", "H", "H", "H", "H", "C", "C", "C", "O", "C", "N", "H", "H", "H", "H", "H", "H", "H", "H", "H", "H", "H", "C", "C", "C", "O", "C", "N", "H", "H", "H", "H", "H", "H", "H", "H", "H", "H", "H"],
  "xyz": [[1.73603, -3.62159, 1.10322], [1.37617, -3.42575, -0.34432], [0.38344, -2.79657, -0.66787], [2.22287, -4.02173, -1.32608], [1.61662, -3.89291, -2.64463], [3.54472, -3.34967, -1.26483], [4.54314, -3.84533, -2.31033], [4.56647, -3.11636, -3.66315], [4.52725, -1.58440, -3.59601], [3.34830, -1.02404, -4.32900], [3.67374, -0.97689, -5.66896], [2.90560, 0.32214, -3.88237], [1.94637, 0.17640, -2.70343], [1.70509, 1.49568, -2.29514], [1.69676, -2.64673, 1.58800], [0.99824, -4.26632, 1.57274], [2.72414, -4.04061, 1.26629], [2.18441, -4.49147, -3.35523], [0.59568, -4.25191, -2.64262], [1.64035, -2.84498, -2.98527], [3.95846, -3.55644, -0.28221], [3.38191, -2.26616, -1.32748], [5.54264, -3.84450, -1.87823], [4.30575, -4.89188, -2.50686], [3.76991, -3.47604, -4.31566], [5.48792, -3.39021, -4.17487], [5.38348, -1.16575, -4.12299], [4.52882, -1.16329, -2.59610], [2.55958, -1.68031, -4.28052], [3.77458, 0.89895, -3.57748], [2.39399, 0.80606, -4.71034], [1.02372, -0.33492, -2.99839], [2.41627, -0.39958, -1.89833], [1.11818, 1.46410, -1.52653], [-1.12880, 3.42749, -1.21051], [-2.01251, 2.19530, -1.32798], [-3.48505, 2.42150, -0.96761], [-3.72687, 2.52637, 0.41795], [-3.50637, 3.80353, 0.98931], [-1.38283, 1.12481, -0.54073], [-0.88227, 3.65550, -0.17367], [-0.18966, 3.23488, -1.73074], [-1.57494, 4.31648, -1.65821], [-1.99377, 1.87581, -2.37506], [-4.05284, 1.54709, -1.29534], [-3.89296, 3.29122, -1.49811], [-3.79009, 4.61004, 0.30765], [-2.46324, 3.92744, 1.29157], [-4.12467, 3.86901, 1.88378], [-1.87326, 0.24918, -0.69795], [-1.53260, 1.32653, 0.44477], [-2.33075, 2.88245, 4.62240], [-2.92736, 1.61572, 4.01649], [-4.29637, 1.23355, 4.59241], [-4.25512, 0.65432, 5.87935], [-4.17651, 1.56700, 6.95833], [-1.95159, 0.52650, 4.12853], [-1.90798, 2.69966, 5.60986], [-1.52290, 3.25543, 3.99213], [-3.08088, 3.67075, 4.71228], [-3.08134, 1.80471, 2.94928], [-4.73253, 0.46830, 3.94537], [-4.98069, 2.09281, 4.58335], [-4.74100, 2.48054, 6.74953], [-3.14189, 1.82652, 7.19547], [-4.61157, 1.07953, 7.82961], [-2.29718, -0.28340, 3.62213], [-1.93222, 0.22647, 5.09937]],
  "lowdin_charge": [0.0158, -0.4814, 0.0757, -0.0931, -0.0569, -0.1672, -0.1509, -0.1522, -0.0674, -0.0568, 0.0872, -0.0491, -0.2409, -0.0366, 0.0974, 0.0987, 0.0723, 0.0854, 0.1055, 0.0666, 0.1164, 0.1001, 0.1217, 0.1274, 0.1054, 0.1242, 0.1490, 0.1310, 0.1721, 0.1515, 0.1542, 0.1352, 0.1120, 0.0796, -0.0639, -0.4267, -0.2024, -0.1947, -0.1006, 0.0490, 0.0720, 0.0562, 0.0862, 0.1344, 0.1245, 0.1250, 0.0946, 0.0750, 0.0868, 0.0789, 0.0722, -0.0695, -0.4353, -0.2081, -0.1859, -0.1030, 0.0389, 0.0658, 0.0709, 0.0787, 0.1095, 0.1243, 0.1215, 0.0908, 0.0754, 0.0886, 0.0696, 0.0694]
}